Computed, not measured: 2 unconnected molecules or ions with the total composition CH6N3O, with ωB97M-V/def2-TZVPD.

Geometry as XYZ:
```
11
Properties=species:S:1:pos:R:3
C 0.524 0.869 0.023
N 0.910 -0.053 -0.831
N -0.710 -0.451 0.992
N -0.549 -1.419 0.303
O -0.268 1.849 -0.278
H 1.119 1.055 0.914
H 0.449 -0.193 -1.719
H -1.335 -0.435 1.814
H -1.062 -2.291 0.521
H 1.634 -0.715 -0.599
H -0.713 1.784 -1.139
```

Calculated values
Energy relative to the best compared isomer or geometry (same formula, charge and spin) in eV: 1.663
Charge: +1
Frontier orbital gap in eV: 10.4
Energy in eV: -7642.9229
Max |F| in eV Å⁻¹: 2.50
HOMO level in eV: -14.93